# 1
A molecular structure, C50H42F4HgN10O3Sb in a non-equilibrium geometry, computed with ωB97M-V/def2-TZVPD.

Structure (XYZ):
```
111
Properties=species:S:1:pos:R:3:forces:R:3
Hg 0.004276 1.676552 0.876900 2.358 -1.156 -2.308
N -2.147811 3.839222 -0.625027 -0.043 -0.208 0.083
C -1.508995 4.517316 0.334206 0.137 0.343 0.050
N -1.922207 5.757163 0.581083 -0.223 0.340 -0.037
C -1.234152 6.418832 1.507464 -0.036 -0.564 -0.352
N -1.541508 7.707044 1.718975 0.003 0.180 0.068
N -0.268814 5.877221 2.261497 0.332 -0.036 0.430
C 0.026809 4.614261 1.994682 -0.953 0.619 -0.951
N -0.485951 3.922263 0.974400 0.094 1.004 0.495
C 0.868777 3.917326 2.976742 0.738 -0.385 0.859
C 1.461084 4.633038 4.020176 -0.130 -0.053 -0.278
C 2.090944 3.939305 5.035415 -0.011 -0.322 -0.053
C 2.071647 2.550590 5.005937 -0.031 0.284 -0.048
C 1.478101 1.926383 3.920910 0.059 -0.134 0.222
N 0.927138 2.583066 2.913955 0.012 0.843 0.564
H -3.005618 4.233908 -0.970774 0.065 -0.026 -0.069
H -1.992916 2.846421 -0.712100 -0.078 0.104 -0.088
H -2.358009 8.088602 1.275650 0.079 0.012 -0.009
H -1.087704 8.193711 2.471061 -0.080 -0.023 -0.017
H 1.384819 5.708520 4.024402 0.021 0.034 -0.010
H 2.566691 4.464275 5.849911 0.006 0.064 0.067
H 2.494616 1.964663 5.807599 0.046 -0.052 0.022
H 1.414444 0.847564 3.877161 0.042 -0.122 -0.056
O -3.060562 2.234802 -6.847809 -0.112 0.092 -0.202
C -3.390133 1.768177 -5.620043 -0.254 -0.120 -0.025
O -4.487208 1.308316 -5.426273 0.238 0.135 -0.235
C -2.351663 1.840848 -4.576258 0.210 -0.069 0.291
C -2.506158 1.005135 -3.462806 -0.139 0.269 -0.412
C -1.603077 1.023372 -2.435040 0.225 0.156 0.163
C -0.477069 1.870517 -2.467575 -0.318 0.033 -0.268
C -0.341178 2.723108 -3.581772 0.232 0.024 0.253
C -1.253836 2.704141 -4.609370 -0.318 -0.263 -0.143
N 0.410265 1.811820 -1.422535 0.021 -0.234 0.209
C 1.660649 2.210590 -1.602510 0.285 0.282 -0.377
C 2.660137 2.073446 -0.624305 -0.022 -0.059 -0.039
C 3.961466 2.575456 -0.869856 0.154 -0.029 0.102
C 4.949247 2.386617 0.054407 -0.223 -0.017 -0.139
C 4.650553 1.656347 1.214251 0.008 -0.079 0.162
C 3.355559 1.223217 1.400459 0.244 -0.034 0.238
N 2.363070 1.433938 0.544359 -0.051 0.259 -0.389
H -2.134059 2.503698 -6.889662 -0.099 -0.099 0.134
H -3.348846 0.331472 -3.456616 -0.125 -0.062 0.080
H -1.710416 0.353939 -1.597708 0.027 -0.133 0.198
H 0.469024 3.433485 -3.632700 0.095 0.032 0.047
H -1.110166 3.393899 -5.434011 -0.021 0.060 0.012
H 1.982921 2.593136 -2.566313 0.040 -0.005 -0.021
H 4.141226 3.118228 -1.786698 0.022 0.021 -0.070
H 5.936404 2.791954 -0.099097 0.147 0.013 -0.064
H 5.407247 1.452294 1.955365 0.011 -0.042 0.083
H 3.098595 0.682162 2.301266 -0.012 -0.058 0.060
C -4.001335 -3.324592 2.565290 -0.042 -0.433 -0.248
N -3.592706 -1.942175 2.382099 -0.028 0.529 0.800
N -2.268403 -1.697036 2.025716 -0.106 -0.177 -0.344
C -2.241398 -0.821056 0.949781 0.394 -0.073 -0.527
O -1.222080 -0.522670 0.316136 -0.600 -0.120 0.353
C -3.606218 -0.447652 0.716000 -0.343 -0.229 0.238
C -4.380846 -1.149202 1.577141 0.437 0.363 -0.308
C -5.853546 -1.171288 1.755920 0.005 -0.105 -0.063
C -1.227788 -1.949997 2.929823 0.166 -0.097 0.359
C -1.473285 -2.538733 4.172139 -0.150 0.023 -0.101
C -0.422074 -2.924261 4.984001 0.119 0.003 0.007
C 0.887709 -2.682193 4.609988 0.086 -0.026 0.144
C 1.127525 -1.978069 3.443051 -0.033 -0.091 0.067
C 0.087308 -1.615279 2.611055 0.003 0.202 -0.126
H -3.170858 -3.904898 2.955626 -0.070 0.029 0.038
H -4.316366 -3.778765 1.620018 0.053 0.000 -0.005
H -4.831339 -3.360282 3.268481 0.031 -0.026 0.050
H -3.908793 0.279010 -0.008950 -0.120 0.174 -0.109
H -6.292104 -0.270564 1.337274 -0.019 0.025 -0.036
H -6.096737 -1.230328 2.814169 -0.074 0.046 0.066
H -6.297034 -2.032786 1.259102 -0.068 -0.079 -0.055
H -2.478195 -2.678481 4.532963 -0.134 -0.043 -0.070
H -0.633137 -3.421537 5.918960 -0.043 -0.007 0.091
H 1.704082 -3.019105 5.229983 0.082 0.012 0.085
H 2.137164 -1.716968 3.157802 0.100 0.005 -0.033
H 0.296533 -1.042218 1.726066 -0.025 -0.133 -0.121
F -1.571995 1.554854 2.010435 -2.698 -0.390 1.929
F -3.724560 -5.530468 -1.092202 0.122 0.056 -0.039
C -2.626901 -4.734912 -1.110240 0.043 0.092 0.039
C -1.791757 -4.728416 -0.009275 -0.215 -0.151 -0.067
C -0.699689 -3.881489 -0.018209 0.101 0.047 0.032
C -0.428883 -3.063448 -1.107138 0.395 0.608 -0.053
C -1.276422 -3.105710 -2.201083 0.026 0.040 -0.010
C -2.382519 -3.940740 -2.211976 -0.237 -0.221 0.027
Sb 1.222479 -1.675613 -0.812224 0.405 -0.918 -0.297
C 2.572287 -3.398578 -0.718088 -0.323 0.674 0.075
C 3.302729 -3.562428 0.449173 -0.026 0.127 0.037
C 4.094592 -4.677439 0.659371 0.183 -0.319 -0.038
C 4.144649 -5.636880 -0.332778 -0.016 0.116 0.097
F 4.905458 -6.739392 -0.138828 -0.084 0.121 -0.063
C 3.440875 -5.501704 -1.515546 0.114 -0.152 0.008
C 2.651760 -4.377382 -1.697927 0.037 -0.068 -0.069
C 1.823709 -1.114627 -2.801655 -0.327 -0.131 0.525
C 0.950377 -0.686536 -3.786770 -0.059 -0.064 -0.045
C 1.427125 -0.143504 -4.967543 0.196 0.073 -0.284
C 2.793296 -0.013815 -5.133570 -0.089 0.003 0.088
F 3.269140 0.532479 -6.277470 -0.056 -0.078 0.112
C 3.688630 -0.412857 -4.157837 0.083 0.133 -0.293
C 3.189521 -0.958950 -2.992003 -0.001 -0.111 0.026
H -2.002748 -5.376767 0.828099 -0.024 -0.055 0.082
H -0.049783 -3.852084 0.846208 0.069 -0.079 0.127
H -1.087301 -2.484862 -3.063308 -0.026 0.036 -0.113
H -3.052007 -3.979978 -3.056324 -0.096 -0.002 -0.109
H 3.251472 -2.800890 1.216409 0.031 0.031 0.112
H 4.662111 -4.809274 1.568106 0.056 -0.044 0.067
H 3.519001 -6.272481 -2.268113 -0.018 -0.054 -0.057
H 2.091127 -4.268101 -2.616761 -0.045 -0.021 -0.076
H -0.117629 -0.745633 -3.634975 -0.026 0.002 -0.087
H 0.754410 0.173586 -5.749666 -0.041 0.082 -0.078
H 4.749646 -0.297139 -4.318527 0.089 0.036 -0.040
H 3.874069 -1.279056 -2.218779 0.159 -0.013 0.050
```
Positions in Å, forces in eV/Å.

HOMO-LUMO gap (alpha / beta)   5.244 / 7.514 eV
Highest occupied orbital energy (alpha / beta)   -5.631 / -7.914 eV
Relative energy (zero: lowest compared OMol25 entry of this formula, charge and spin)   0.7001 eV
Multiplicity   2
Max |F|   0.06799 Eh/bohr

# 2
3 unconnected molecules or ions with the total composition C12H31B3IO12PS2, computed with ωB97M-V/def2-TZVPD.

Structure (XYZ):
```
62
Properties=species:S:1:pos:R:3:forces:R:3
C -2.370884 6.724296 0.494712 -0.046 0.000 -0.077
C -2.419405 5.761331 1.696131 0.050 0.004 -0.113
B -2.183106 4.276767 1.274999 0.115 -0.129 -0.045
O -1.267753 3.458127 1.908576 0.149 0.068 -0.077
B -1.175038 2.119371 1.569180 -0.219 0.084 0.077
C 0.095875 1.253597 1.830223 -0.038 0.021 0.021
C 1.320549 1.970776 2.427050 0.018 0.020 0.075
C 2.414711 2.241136 1.389752 -0.158 0.060 -0.128
I 4.391581 1.877946 2.110537 0.089 0.012 0.060
O -2.278579 1.562091 0.939811 0.172 -0.095 -0.217
B -3.066639 2.363912 0.148331 0.132 0.072 -0.007
C -4.112992 1.671173 -0.791017 -0.011 -0.016 -0.144
P -4.997533 2.556252 -2.066341 -0.027 -0.086 -0.139
O -5.571093 1.684949 -3.090772 -0.086 0.041 -0.024
O -6.142772 3.445608 -1.373397 0.076 -0.009 0.076
O -3.922558 3.630323 -2.580912 0.037 -0.095 0.296
O -2.897587 3.730242 0.213913 -0.415 0.048 0.242
H -1.599225 6.447340 -0.226599 0.052 0.027 0.077
H -2.171267 7.747445 0.812772 -0.060 -0.008 0.001
H -3.315182 6.720257 -0.051057 0.016 -0.012 0.013
H -3.412792 5.818823 2.156534 0.049 0.045 0.068
H -1.702060 6.056806 2.462960 0.010 -0.040 -0.016
H 0.338398 0.787854 0.866272 0.007 -0.034 0.036
H -0.201774 0.406283 2.457854 -0.022 0.032 0.008
H 1.725576 1.383699 3.250213 0.013 -0.050 -0.072
H 1.016471 2.926523 2.858858 0.031 -0.042 0.057
H 2.313096 1.606194 0.513217 0.051 -0.040 0.051
H 2.431299 3.276633 1.060050 -0.039 -0.032 -0.014
H -4.877975 1.179859 -0.179987 0.019 -0.023 -0.023
H -3.607358 0.858693 -1.323014 0.022 -0.024 0.093
H -5.794835 4.129151 -0.789797 0.062 0.038 0.058
H -4.311709 4.271315 -3.181957 -0.017 0.060 -0.268
C -2.162424 -2.185855 -4.604082 0.107 -0.039 0.016
C -2.296545 -2.051161 -3.105576 -0.189 0.122 0.105
O -1.192543 -2.648634 -2.371107 0.089 -0.028 -0.125
S 0.144130 -1.797844 -2.274303 -0.039 0.037 0.047
C 0.920032 -2.709466 -0.992964 -0.032 0.027 0.001
O -0.185056 -0.478459 -1.812231 0.020 0.029 0.021
O 0.898295 -1.932478 -3.483358 -0.010 -0.017 0.009
H -1.306563 -1.629371 -4.981580 -0.006 0.013 0.007
H -3.067828 -1.794140 -5.069016 0.001 -0.006 -0.008
H -2.044834 -3.231604 -4.887936 -0.022 0.003 -0.003
H -2.375549 -1.009707 -2.792983 -0.017 0.012 -0.052
H -3.170864 -2.583513 -2.737685 0.028 -0.027 0.019
H 0.329934 -2.621812 -0.085187 -0.003 -0.010 0.000
H 1.908531 -2.282039 -0.847956 0.001 -0.009 -0.005
H 1.001237 -3.744435 -1.313687 0.010 0.000 0.005
C 5.442879 -4.312624 3.700500 -0.014 -0.030 -0.004
C 5.837016 -4.021580 2.271477 0.062 0.093 -0.041
O 5.260007 -4.970138 1.326899 -0.037 -0.054 0.098
S 3.727011 -4.807471 0.975686 0.072 0.022 -0.044
C 3.704855 -5.851134 -0.438752 -0.013 -0.002 -0.014
O 3.485526 -3.446966 0.588507 -0.017 -0.005 0.022
O 2.914726 -5.381583 2.003430 -0.004 -0.017 -0.007
H 4.378005 -4.158420 3.863320 0.002 0.012 -0.004
H 5.996589 -3.641610 4.358526 -0.004 -0.005 0.008
H 5.686543 -5.341081 3.965507 0.012 0.007 0.005
H 5.551877 -3.016542 1.960269 -0.028 -0.008 -0.001
H 6.907153 -4.139545 2.118787 -0.006 -0.017 -0.002
H 4.326266 -5.409639 -1.212542 0.004 -0.003 0.002
H 2.667592 -5.912397 -0.761454 0.003 0.001 0.000
H 4.066561 -6.833525 -0.147607 -0.004 0.000 -0.002
```
Positions in Å, forces in eV/Å.

HOMO-LUMO gap   9.501 eV
Highest occupied orbital energy   -9.319 eV
Structure (SMILES)   CCB1OB(CCCI)OB(CP(=O)(O)O)O1.CCOS(C)(=O)=O.CCOS(C)(=O)=O
Max |F|   0.00940 Eh/bohr

# 3
C21H17N9O3 in the gas phase in a non-equilibrium geometry, computed with ωB97M-V/def2-TZVPD.

Structure (XYZ):
```
50
Properties=species:S:1:pos:R:3:forces:R:3
O -3.619943 3.446781 -1.024839 3.270 -1.341 0.201
C -2.498956 2.974055 -0.709618 -3.954 1.035 -0.007
N -1.449014 3.787577 -0.317930 0.098 -1.670 0.643
C -0.899021 4.770304 -1.101198 0.084 0.916 -1.127
C -1.534652 5.602105 -2.087796 0.551 0.014 0.458
C -0.481420 6.319289 -2.550304 0.554 1.443 -0.979
C -0.536037 7.513030 -3.502219 0.877 -0.953 0.298
C 0.631335 7.720243 -4.475765 -0.676 0.974 0.429
C 0.429930 8.665336 -3.270953 -0.331 0.112 -1.153
O 0.738994 5.949124 -1.990802 -3.258 -0.158 0.475
N 0.381080 4.973354 -1.001124 0.846 -0.002 -0.545
N -2.355411 1.575908 -0.531691 0.160 0.266 -0.209
C -3.443874 0.691867 -0.610177 -0.327 -1.605 0.153
C -3.039662 -0.621913 -0.436664 -0.327 2.128 -0.310
C -1.617846 -0.545663 -0.261590 -0.294 -0.914 -0.087
C -0.739168 -1.605266 -0.046857 1.108 0.927 0.113
C 0.610250 -1.338791 0.104886 -0.072 0.428 0.434
O 1.576248 -2.292647 0.427160 0.181 0.251 -0.516
C 1.241474 -3.591236 0.616207 -0.418 -1.456 -0.466
C 0.647594 -4.010708 1.779612 -0.328 0.812 1.234
C 0.216191 -5.320340 1.918926 0.437 1.054 0.138
C -0.496905 -5.770219 3.189918 0.031 -0.434 -1.586
N -1.832457 -5.196192 3.293483 0.298 0.803 0.488
N -2.143198 -4.234359 4.208830 0.397 -1.372 -0.992
C -3.431839 -4.134520 4.030914 -0.799 -0.631 -0.181
N -3.882192 -5.003176 3.055787 -1.376 1.435 0.203
N -2.881748 -5.608077 2.559303 1.493 -0.030 1.458
N 0.465946 -6.181780 0.966991 0.264 -1.493 -0.986
C 1.159929 -5.772010 -0.105314 -0.512 1.705 1.123
N 1.527711 -4.498831 -0.316051 0.140 0.042 -0.543
C 1.071608 -0.006697 0.036134 -0.810 0.289 -0.518
C 0.171335 1.040127 -0.216400 -0.284 -0.779 0.425
C -1.206598 0.779193 -0.342455 1.056 -0.061 0.213
H -0.762701 3.301315 0.242987 0.108 0.165 -0.030
H -2.595664 5.723084 -2.325389 0.682 -0.202 0.158
H -1.545049 7.762233 -3.861113 0.572 -0.295 0.257
H 1.477475 7.058280 -4.469844 0.037 -0.332 0.334
H 0.401148 8.070745 -5.493763 -0.043 0.022 0.733
H 0.056075 9.688546 -3.510364 0.341 -1.013 0.379
H 1.110604 8.583901 -2.423223 -0.164 0.008 -0.344
H -4.457077 1.028156 -0.787888 0.367 0.355 0.050
H -3.649829 -1.523424 -0.460038 0.134 0.464 0.033
H -1.130798 -2.574430 0.044811 -0.382 -1.228 0.033
H 0.546701 -3.305546 2.590890 -0.275 0.139 0.099
H -0.581272 -6.856275 3.100823 -0.116 0.144 0.282
H 0.111325 -5.496265 4.036236 -0.218 0.154 0.445
H -4.095261 -3.515431 4.645695 0.440 -0.303 -0.538
H 1.405797 -6.484751 -0.872609 0.048 -0.210 -0.055
H 2.126683 0.227318 0.120737 -0.110 -0.173 0.110
H 0.542209 2.035953 -0.231893 0.498 0.572 -0.232
```
Positions in Å, forces in eV/Å.

HOMO-LUMO gap   8.980 eV
Highest occupied orbital energy   -8.706 eV
Relative energy (zero: lowest compared OMol25 entry of this formula, charge and spin)   0.0000 eV
Structure (SMILES)   O=C(Nc1cc(C2CC2)on1)n1ccc2cc(Oc3cc(Cn4ncnn4)ncn3)ccc21
Max |F|   0.07948 Eh/bohr